Entry 1:
This record from OMol25 describes the molecule C7H8O2. The level of theory is ωB97M-V/def2-TZVPD.

Structure (XYZ):
```
17
Properties=species:S:1:pos:R:3:forces:R:3:nbo_charge:R:1
C 1.58751 2.16098 -0.49276 -0.449 -0.213 0.740 -0.52
C 1.12680 1.58669 0.63266 0.004 0.991 -0.852 0.29
O 1.29731 2.12951 1.87148 0.131 -0.096 0.269 -0.67
C 0.36057 0.34640 0.65677 -0.443 -0.069 -0.182 -0.19
C -0.55612 0.01957 -0.26267 0.254 1.236 -0.425 -0.21
C -1.11836 -1.30390 -0.42053 0.910 -0.355 1.574 -0.16
C -2.40385 -1.62268 -0.57780 0.539 -0.235 -0.212 -0.30
C -0.05963 -2.36572 -0.16291 -1.171 -0.980 -1.305 0.42
O 1.13517 -2.27031 -0.22780 -0.264 0.415 0.350 -0.49
H 1.40187 1.71124 -1.44424 0.047 -0.279 -0.288 0.21
H 2.08037 3.11949 -0.48375 0.170 0.120 0.096 0.19
H 1.85944 2.91213 1.81157 -0.067 -0.127 -0.056 0.48
H 0.56416 -0.29123 1.50574 0.127 -0.268 -0.067 0.22
H -0.84582 0.74157 -1.01924 0.173 0.222 0.054 0.22
H -2.72639 -2.65553 -0.60833 0.052 -0.074 0.003 0.20
H -3.16100 -0.86857 -0.71101 -0.094 0.158 -0.017 0.21
H -0.54203 -3.34964 -0.06718 0.080 -0.444 0.317 0.10
```
Positions in Å, forces in eV/Å.

Summary:
SMILES = C=C(O)/C=C/C(=C)C=O
energy relative to the best compared isomer or geometry (same formula, charge and spin) = 2.3176 eV
LUMO energy (alpha / beta) = 0.001 / 0.001 eV
highest occupied orbital energy (alpha / beta) = -0.315 / -0.316 Ha
maximum force = 2.0 eV/Å
gap between HOMO and LUMO (alpha / beta) = 8.585 / 8.586 eV

=====

Entry 2:
This record from OMol25 describes C5H12O as an isolated structure. The level of theory is ωB97M-V/def2-TZVPD.

Structure (XYZ):
```
18
Properties=species:S:1:pos:R:3:forces:R:3:nbo_charge:R:1
C 1.44269 0.61834 0.07613 0.912 -0.219 0.242 -0.07
O 1.85657 -0.21182 -0.95034 -0.089 -0.357 -0.686 -0.78
C 0.61892 -0.17577 1.12212 0.214 -1.522 -0.349 -0.47
C -0.36607 -0.89401 0.27050 -2.297 0.755 0.694 -0.16
C -1.24643 -0.08104 -0.67492 -0.298 -1.139 0.975 -0.45
C -2.33010 0.69684 0.06717 0.584 0.119 0.806 -0.61
H 2.33358 1.06598 0.53812 -0.113 -0.075 0.168 0.18
H 0.78323 1.44588 -0.23112 0.161 0.097 -0.229 0.13
H 0.79682 -1.63364 -1.05834 1.653 1.386 -0.873 0.47
H 1.14779 -1.06760 1.48976 0.712 0.664 0.536 0.21
H 0.19415 0.32375 1.98756 -0.022 0.557 -0.291 0.24
H 0.55630 -1.26117 -0.39516 -1.095 -0.351 1.388 0.02
H -0.90610 -1.66867 0.80826 0.221 -0.452 -0.375 0.22
H -0.58524 0.57713 -1.22668 -0.333 -0.145 -0.558 0.24
H -1.75501 -0.85592 -1.25143 0.163 0.436 -0.788 0.21
H -1.91042 1.17018 0.96021 0.158 0.455 -0.278 0.20
H -3.08954 0.06223 0.52122 -0.263 -0.214 -0.516 0.21
H -2.75588 1.45208 -0.58684 -0.269 0.006 0.132 0.22
```
Positions in Å, forces in eV/Å.

Summary:
energy relative to the best compared isomer or geometry (same formula, charge and spin) = 5.9336 eV
LUMO energy = -0.448 eV
highest occupied orbital energy = -0.314 Ha
maximum force = 2.5 eV/Å
gap between HOMO and LUMO = 8.093 eV

=====

Entry 3:
This record from OMol25 describes C17H19F5O6PdTe2 as an isolated structure. The level of theory is ωB97M-V/def2-TZVPD.

Structure (XYZ):
```
50
Properties=species:S:1:pos:R:3:forces:R:3:nbo_charge:R:1
Pd -0.20905 -0.02629 0.74165 -0.542 1.168 0.399 1.07
O -4.37002 0.31808 1.08297 0.059 0.002 0.030 -0.71
C -3.22101 -0.05017 1.34919 -0.023 -0.010 -0.434 0.80
O -2.32423 -0.29900 0.46829 -0.137 -0.092 -0.032 -0.80
C -2.91029 -0.33147 2.81975 0.169 0.071 0.221 -0.35
C -2.13262 -1.63705 3.04889 0.175 0.019 0.068 0.08
C -2.29663 -2.08303 4.51392 -0.043 0.085 0.040 -0.43
C -1.34255 -1.09516 5.24590 -0.093 -0.015 -0.061 -0.43
C -0.86041 -0.23374 4.07039 0.069 -0.158 -0.115 0.08
O -0.76010 -1.21777 3.03154 -0.109 0.040 0.029 -0.55
C -2.00113 0.68595 3.59367 -0.201 -0.216 0.156 -0.35
C -1.48681 1.91083 2.85213 0.222 0.129 -0.652 0.79
O -1.63639 3.01364 3.38246 -0.020 -0.022 0.084 -0.71
O -0.90301 1.73090 1.72103 -0.045 0.180 0.190 -0.78
H -3.89089 -0.37294 3.28963 -0.004 -0.029 0.120 0.22
H -2.28026 -2.40389 2.29487 0.028 -0.017 -0.056 0.23
H -1.97698 -3.11742 4.64174 0.021 0.004 -0.002 0.20
H -3.33336 -1.99639 4.84452 0.007 -0.026 0.022 0.19
H -0.49897 -1.62188 5.69371 -0.009 0.002 -0.005 0.20
H -1.83667 -0.50398 6.01912 -0.006 -0.019 -0.015 0.19
H 0.10196 0.25350 4.18772 0.069 0.013 -0.004 0.24
H -2.53280 1.08069 4.45719 -0.068 0.002 0.033 0.21
F -0.03055 -2.83623 0.35187 -0.022 0.146 -0.057 -0.79
Te 1.88057 -1.96828 1.41817 0.514 -0.742 0.223 2.62
F 1.69586 0.08303 2.17876 -0.194 -0.046 0.095 -0.77
F 2.73168 -3.46354 2.42567 0.128 -0.351 0.530 -0.74
F 3.65778 -1.36753 1.37068 0.547 0.298 -0.013 -0.67
F 2.46569 -3.07508 -0.03803 0.289 -0.343 -0.257 -0.69
O 1.63871 -0.73017 -0.23144 -0.694 -0.294 -0.308 -1.12
C 2.06731 2.89498 -5.97871 0.021 0.011 -0.011 -0.62
C 1.70840 1.92924 -4.87880 -0.067 0.011 0.007 -0.02
C 0.63062 2.17480 -4.03950 -0.015 0.010 0.011 -0.24
C 0.25235 1.28332 -3.03518 -0.112 0.098 -0.081 -0.01
C -0.90543 1.66999 -2.14209 0.043 -0.022 -0.177 -0.65
C 0.97953 0.09323 -2.88042 0.157 -0.029 -0.091 -0.28
Te 0.33797 -1.43581 -1.53639 -0.187 0.021 -0.040 1.13
C 2.10207 -0.14857 -3.68700 0.154 0.104 -0.077 -0.03
C 3.01145 -1.35127 -3.52472 -0.048 0.061 -0.023 -0.64
C 2.44259 0.77053 -4.67935 0.041 -0.030 0.055 -0.24
H 1.54221 3.84318 -5.85301 0.016 -0.016 0.002 0.21
H 1.79971 2.49527 -6.96155 0.001 -0.003 0.034 0.20
H 3.14037 3.09986 -5.99242 -0.018 -0.004 0.004 0.21
H 0.06318 3.09306 -4.16103 0.013 -0.005 -0.001 0.19
H -1.38377 2.57591 -2.51808 0.007 -0.007 -0.013 0.20
H -0.56764 1.87531 -1.12655 0.049 0.015 0.101 0.25
H -1.66487 0.89486 -2.05028 0.015 -0.056 0.008 0.25
H 4.05366 -1.04024 -3.62440 -0.027 0.029 -0.038 0.21
H 2.81860 -2.09909 -4.29911 -0.048 -0.001 0.007 0.20
H 2.91719 -1.84137 -2.55976 -0.051 0.025 0.085 0.25
H 3.31699 0.57723 -5.29763 -0.028 0.010 0.011 0.19
```
Positions in Å, forces in eV/Å.

Summary:
net charge = -2
LUMO energy (alpha / beta) = 4.133 / 4.128 eV
<S²> = 2.0189
highest occupied orbital energy (alpha / beta) = -0.085 / -0.101 Ha
2S+1 = 3
maximum force = 1.3 eV/Å
gap between HOMO and LUMO (alpha / beta) = 6.447 / 6.863 eV

=====

Entry 4:
This record from OMol25 describes C10H10N3 as an isolated structure. The level of theory is ωB97M-V/def2-TZVPD.

Structure (XYZ):
```
23
Properties=species:S:1:pos:R:3:forces:R:3:nbo_charge:R:1
C -1.34136 -0.47719 1.68075 0.062 0.170 -0.005 0.36
C -0.92666 0.15669 -3.12746 0.082 -0.060 0.033 -0.17
C -1.83037 0.70643 -2.23367 -0.052 0.018 0.079 -0.17
C 0.24103 -0.42692 -2.66146 -0.056 0.045 -0.022 -0.18
C -1.59336 0.64944 -0.87055 0.199 -0.098 0.186 -0.24
C 0.49244 -0.48882 -1.30120 -0.003 -0.016 0.253 -0.26
C -0.43723 0.02918 -0.41322 -0.203 0.226 -0.962 0.18
C 1.01561 -1.61571 1.35575 0.353 0.964 0.557 0.38
C 1.92002 0.29843 2.23489 0.163 1.169 0.275 -0.26
C 0.57253 0.91610 1.70834 0.367 0.782 0.489 -0.24
N -2.27183 -0.81722 2.24366 -0.830 -0.354 0.557 -0.21
N 1.89121 -1.06848 1.94636 -0.250 -1.393 -0.461 -0.26
N -0.21888 -0.09804 1.02315 0.865 -1.041 -0.199 -0.43
H -1.13554 0.17117 -4.18585 0.002 0.049 -0.081 0.24
H -2.73644 1.16799 -2.59102 -0.092 0.067 -0.045 0.24
H 0.94966 -0.85337 -3.35240 0.096 -0.028 -0.076 0.24
H -2.29930 1.07054 -0.16899 -0.119 -0.010 0.029 0.24
H 1.40112 -0.95029 -0.94169 0.106 -0.039 -0.049 0.22
H 0.68517 -2.56733 1.00931 -0.490 -0.363 -0.332 0.27
H 2.79287 0.74379 1.75098 -0.102 -0.018 0.080 0.26
H 2.03322 0.42554 3.31398 -0.024 0.075 -0.134 0.26
H 0.00658 1.29611 2.56173 0.051 -0.009 -0.203 0.26
H 0.78951 1.73197 1.01860 -0.126 -0.135 0.034 0.26
```
Positions in Å, forces in eV/Å.

Summary:
net charge = +1
energy relative to the best compared isomer or geometry (same formula, charge and spin) = 1.0088 eV
LUMO energy = -4.189 eV
highest occupied orbital energy = -0.499 Ha
maximum force = 1.5 eV/Å
gap between HOMO and LUMO = 9.396 eV

=====

Entry 5:
This record from OMol25 describes a 2-piece molecular cluster, C2BrF3S overall. The level of theory is ωB97M-V/def2-TZVPD.

Structure (XYZ):
```
7
Properties=species:S:1:pos:R:3:forces:R:3:nbo_charge:R:1
C 1.89306 -1.03065 0.10661 0.987 -0.262 0.346 0.19
C -1.42264 1.21731 0.02523 -4.170 1.325 -0.141 0.56
F 2.11041 -0.88053 1.39568 -0.088 -0.120 -0.469 -0.31
F -2.22902 1.93259 -0.85792 1.965 -0.629 0.566 -0.34
F -2.32431 0.97408 1.02255 1.752 -0.255 -0.321 -0.33
S 2.58344 -1.95979 -0.96634 -0.146 0.142 0.314 0.07
Br -0.61094 -0.25300 -0.72581 -0.299 -0.201 -0.296 0.16
```
Positions in Å, forces in eV/Å.

Summary:
energy relative to the best compared isomer or geometry (same formula, charge and spin) = 4.0328 eV
LUMO energy (alpha / beta) = -1.440 / -1.172 eV
highest occupied orbital energy (alpha / beta) = -0.325 / -0.364 Ha
maximum force = 4.4 eV/Å
gap between HOMO and LUMO (alpha / beta) = 7.394 / 8.738 eV

=====

Entry 6:
This record from OMol25 describes the molecule C4H8N2O. The level of theory is ωB97M-V/def2-TZVPD.

Structure (XYZ):
```
15
Properties=species:S:1:pos:R:3:forces:R:3:nbo_charge:R:1
C -1.17152 -1.27202 0.40921 -0.161 0.231 0.064 -0.63
C -0.29518 -0.04540 0.07561 0.084 -0.359 -0.129 -0.01
C 1.15974 -0.50019 0.06128 0.159 -0.294 -0.119 0.66
N 2.13278 0.44419 0.02760 0.027 -0.002 0.012 -0.82
O 1.43579 -1.69022 0.07272 0.147 0.281 -0.076 -0.63
C -0.74811 0.98487 -0.91500 -0.004 -0.098 -0.328 -0.23
N -0.35868 1.40328 0.41239 -0.151 -0.118 0.264 -0.61
H -2.15737 -1.23444 -0.05773 -0.006 0.287 0.217 0.21
H -0.66485 -2.15829 -0.00308 -0.100 0.542 0.010 0.27
H -1.26722 -1.50116 1.47634 -0.014 0.384 -0.092 0.22
H 1.94154 1.41387 0.22628 -0.154 -0.198 0.024 0.42
H 3.06424 0.07407 0.13738 -0.051 0.201 -0.052 0.40
H -0.12291 1.29377 -1.75077 0.049 -0.018 0.204 0.20
H -1.81850 1.00926 -1.12878 0.239 -0.224 -0.042 0.19
H -1.12974 1.77840 0.95655 -0.064 -0.615 0.042 0.37
```
Positions in Å, forces in eV/Å.

Summary:
SMILES = C[C@@]1(C(N)=O)CN1
energy relative to the best compared isomer or geometry (same formula, charge and spin) = 1.5857 eV
LUMO energy = 1.009 eV
highest occupied orbital energy = -0.349 Ha
maximum force = 0.6 eV/Å
gap between HOMO and LUMO = 10.497 eV

=====

Entry 7:
This record from OMol25 describes the molecule C6H14ClN2P. The level of theory is ωB97M-V/def2-TZVPD.

Structure (XYZ):
```
24
Properties=species:S:1:pos:R:3:forces:R:3:nbo_charge:R:1
C -0.53731 2.45144 -2.27144 -2.410 -0.220 3.015 -0.97
C 1.00613 0.69678 0.08250 0.648 -3.463 -1.133 -0.22
C -0.68198 -1.14314 -0.39287 0.041 1.813 -1.850 -0.26
C 0.58095 -0.79981 0.53120 -2.697 1.945 -1.587 -0.07
C 0.09908 -0.74371 1.95803 1.474 -2.688 1.906 -0.63
C 1.67321 -1.78082 0.23013 1.318 0.046 -0.789 -0.62
N 0.04738 1.74349 0.27821 -2.256 0.200 3.234 -0.97
N -1.99336 -0.54830 -0.08562 0.791 3.010 0.080 -0.72
P -1.22705 1.81820 -0.82661 1.435 -1.812 -0.772 1.38
Cl -2.74370 2.83854 -0.10813 -0.509 0.696 0.479 -0.21
H -1.35581 2.55260 -2.92973 -0.134 0.190 -1.652 0.22
H 0.36296 1.93608 -2.38187 1.438 -0.481 -1.099 0.22
H 1.89838 0.89650 0.63438 0.779 0.560 0.287 0.20
H 1.29698 0.48358 -1.00200 -0.390 1.072 1.215 0.20
H -0.42541 -0.90802 -1.51509 -0.071 -1.120 1.844 0.17
H -0.90227 -2.12613 -0.14027 0.109 -2.614 -0.470 0.20
H -0.88025 -0.40360 2.10717 -1.571 0.527 -0.338 0.24
H 0.74081 -0.01026 2.39713 0.584 0.236 1.181 0.20
H 0.12272 -1.76014 2.62324 0.338 2.245 -1.843 0.22
H 1.90705 -1.88814 -0.84004 -0.538 0.216 -0.004 0.22
H 1.46698 -2.77184 0.57089 -0.497 -0.682 0.367 0.22
H 2.67343 -1.56000 0.62186 -0.306 0.459 0.481 0.22
H -0.41445 1.62446 1.28553 1.380 0.350 -2.662 0.41
H -2.71445 -0.59778 -0.82660 1.045 -0.485 0.109 0.35
```
Positions in Å, forces in eV/Å.

Summary:
energy relative to the best compared isomer or geometry (same formula, charge and spin) = 3.7453 eV
LUMO energy (alpha / beta) = -0.307 / -0.024 eV
highest occupied orbital energy (alpha / beta) = -0.304 / -0.273 Ha
maximum force = 3.9 eV/Å
gap between HOMO and LUMO (alpha / beta) = 7.958 / 7.393 eV

=====

Copy entry 5 word for word.
This record from OMol25 describes a 2-piece molecular cluster, C2BrF3S overall. The level of theory is ωB97M-V/def2-TZVPD.

Structure (XYZ):
```
7
Properties=species:S:1:pos:R:3:forces:R:3:nbo_charge:R:1
C 1.89306 -1.03065 0.10661 0.987 -0.262 0.346 0.19
C -1.42264 1.21731 0.02523 -4.170 1.325 -0.141 0.56
F 2.11041 -0.88053 1.39568 -0.088 -0.120 -0.469 -0.31
F -2.22902 1.93259 -0.85792 1.965 -0.629 0.566 -0.34
F -2.32431 0.97408 1.02255 1.752 -0.255 -0.321 -0.33
S 2.58344 -1.95979 -0.96634 -0.146 0.142 0.314 0.07
Br -0.61094 -0.25300 -0.72581 -0.299 -0.201 -0.296 0.16
```
Positions in Å, forces in eV/Å.

Summary:
energy relative to the best compared isomer or geometry (same formula, charge and spin) = 4.0328 eV
LUMO energy (alpha / beta) = -1.440 / -1.172 eV
highest occupied orbital energy (alpha / beta) = -0.325 / -0.364 Ha
maximum force = 4.4 eV/Å
gap between HOMO and LUMO (alpha / beta) = 7.394 / 8.738 eV

=====

> The lowest maximum force belongs to which entry?

C4H8N2O